DFT (ωB97M-V/def2-TZVPD) results for C23H13AuN4O4 as an isolated structure.

```
45
Properties=species:S:1:pos:R:3
Au -1.12 0.47 1.83
O 1.71 0.06 4.86
C 0.95 0.57 4.07
O -0.18 0.03 3.68
C 1.17 1.98 3.55
C 2.10 2.95 3.92
C 1.89 4.23 3.42
C 0.77 4.55 2.65
C -0.09 3.50 2.35
N 0.19 2.29 2.75
C -1.48 3.52 1.75
O -1.98 4.53 1.31
O -2.11 2.36 1.85
H 2.92 2.71 4.58
H 2.59 5.02 3.68
H 0.55 5.56 2.33
N 2.01 -3.53 -6.96
C 1.61 -3.14 -5.96
C 1.10 -2.64 -4.70
C 0.38 -3.49 -3.87
C -0.10 -3.02 -2.66
C 0.12 -1.69 -2.29
C 0.82 -0.85 -3.14
C 1.32 -1.32 -4.34
C -0.42 -1.17 -1.00
C 0.01 -1.74 0.19
C 0.83 -2.88 0.37
C 0.80 -3.21 1.71
C 0.00 -2.25 2.34
N -0.48 -1.39 1.44
C -1.37 -0.16 -1.08
C -2.11 0.23 -2.22
C -3.09 1.10 -1.80
C -2.94 1.25 -0.42
N -1.93 0.49 0.01
H 0.20 -4.52 -4.16
H -0.67 -3.67 -2.01
H 0.99 0.18 -2.85
H 1.88 -0.67 -5.00
H 1.34 -3.41 -0.42
H 1.29 -4.03 2.20
H -0.21 -2.14 3.39
H -1.94 -0.13 -3.22
H -3.85 1.58 -2.40
H -3.49 1.88 0.26
```

**LUMO level**: -1.84 eV
**Highest occupied orbital energy**: -0.319 Eh
**Relative energy (zero: lowest compared OMol25 entry of this formula, charge and spin)**: 0.000 eV

***

DFT (ωB97M-V/def2-TZVPD) results for a 13-piece molecular cluster, C64H125F3O32 overall in a non-equilibrium geometry.

```
224
Properties=species:S:1:pos:R:3
O -19.05 19.25 31.84
C -18.66 18.82 30.80
O -19.01 19.42 29.62
C -18.44 18.71 28.50
C -17.51 17.58 29.05
C -17.78 17.61 30.53
H -17.82 19.40 27.93
H -19.28 18.31 27.95
H -16.47 17.75 28.75
H -17.87 16.63 28.65
H -16.88 17.79 31.11
H -18.27 16.71 30.92
O -16.26 17.52 21.44
C -15.86 16.40 21.44
O -15.54 15.79 20.28
C -14.77 14.59 20.54
C -15.11 14.18 21.95
C -15.44 15.55 22.61
H -13.72 14.79 20.39
H -15.07 13.84 19.79
H -14.26 13.73 22.45
H -15.92 13.45 21.96
H -14.63 16.05 23.17
H -16.28 15.53 23.30
O -15.25 15.46 25.54
C -15.99 14.58 25.83
O -16.81 13.92 24.96
C -17.50 12.91 25.57
C -16.82 12.65 26.95
C -16.19 13.95 27.25
H -17.50 12.04 24.91
H -18.56 13.21 25.68
H -16.12 11.81 26.89
H -17.59 12.41 27.68
H -15.18 13.87 27.66
H -16.82 14.56 27.89
O -19.89 16.04 26.63
C -20.48 15.92 25.59
O -19.91 16.23 24.42
C -20.70 15.88 23.30
C -22.16 15.85 23.87
C -21.91 15.43 25.31
H -20.37 14.96 22.79
H -20.57 16.75 22.65
H -22.70 15.07 23.34
H -22.69 16.82 23.86
H -22.00 14.37 25.53
H -22.58 15.99 25.96
O -24.95 13.17 23.74
C -24.93 12.47 24.70
O -23.93 12.61 25.69
C -24.20 11.66 26.70
C -25.73 11.34 26.61
C -25.96 11.42 25.11
H -23.94 12.16 27.64
H -23.65 10.72 26.57
H -26.38 12.06 27.11
H -25.88 10.33 27.00
H -26.93 11.77 24.75
H -25.70 10.54 24.54
O -15.69 19.11 26.72
C -16.27 19.13 25.68
O -16.20 20.10 24.81
C -17.05 19.82 23.64
C -17.96 18.72 24.07
C -17.17 18.00 25.12
H -16.39 19.57 22.81
H -17.52 20.78 23.42
H -18.18 18.12 23.17
H -18.90 19.13 24.44
H -16.48 17.30 24.65
H -17.78 17.47 25.85
C -27.85 14.30 28.89
C -26.63 15.18 28.88
O -26.98 16.25 28.01
C -25.92 17.05 27.57
O -24.78 16.91 27.82
C -26.48 18.15 26.61
F -25.84 18.04 25.46
F -27.75 17.92 26.33
F -26.26 19.32 27.13
H -27.66 13.49 29.59
H -28.18 13.95 27.91
H -28.71 14.86 29.30
H -25.79 14.60 28.47
H -26.31 15.54 29.87
C -20.70 11.52 22.94
O -19.89 11.08 23.99
C -20.60 11.08 25.20
C -19.84 10.28 26.23
O -19.99 8.90 26.20
C -19.53 8.27 25.03
C -19.66 6.81 25.32
O -19.07 6.23 24.13
C -18.86 4.87 24.24
H -20.06 11.52 22.06
H -21.11 12.54 23.06
H -21.58 10.87 22.71
H -21.63 10.69 25.08
H -20.76 12.11 25.57
H -20.16 10.59 27.23
H -18.77 10.50 26.07
H -18.50 8.54 24.74
H -20.17 8.54 24.18
H -20.72 6.48 25.43
H -19.03 6.65 26.21
H -19.76 4.31 24.52
H -18.18 4.75 25.10
H -18.43 4.41 23.34
C -19.31 15.78 20.13
O -19.89 17.08 19.87
C -20.75 17.13 18.77
C -22.17 16.90 19.26
O -22.34 15.57 19.69
C -23.66 15.13 19.73
C -23.58 13.71 20.25
O -23.18 12.72 19.30
C -21.86 12.98 18.82
H -18.92 15.34 19.21
H -20.11 15.14 20.48
H -18.52 15.87 20.87
H -20.46 16.48 17.93
H -20.71 18.18 18.45
H -22.86 17.16 18.44
H -22.38 17.57 20.10
H -24.18 15.24 18.76
H -24.26 15.74 20.42
H -24.51 13.38 20.73
H -22.78 13.76 21.00
H -21.89 13.74 18.03
H -21.50 12.06 18.36
H -21.21 13.24 19.66
C -26.53 14.98 16.10
O -26.01 16.02 16.91
C -26.97 16.74 17.62
C -26.37 17.90 18.38
O -25.91 17.47 19.67
C -25.66 18.57 20.53
C -25.29 18.11 21.91
O -26.44 17.49 22.49
C -26.17 16.20 22.99
H -27.05 14.27 16.77
H -25.74 14.39 15.64
H -27.30 15.30 15.40
H -27.48 16.11 18.36
H -27.70 17.18 16.89
H -27.14 18.68 18.43
H -25.53 18.31 17.80
H -26.60 19.16 20.62
H -24.85 19.21 20.14
H -24.94 18.95 22.53
H -24.43 17.43 21.82
H -25.42 16.24 23.80
H -25.67 15.66 22.17
H -27.09 15.67 23.27
C -22.11 14.49 28.85
O -22.33 13.10 29.01
C -21.22 12.45 29.63
C -21.64 11.08 30.09
O -21.97 10.28 28.95
C -22.04 8.93 29.30
C -22.75 8.11 28.27
O -24.17 8.27 28.46
C -24.92 7.51 27.53
H -22.95 14.81 28.20
H -21.18 14.65 28.29
H -22.22 15.10 29.77
H -20.93 13.02 30.52
H -20.37 12.45 28.95
H -22.47 11.11 30.83
H -20.79 10.58 30.58
H -22.51 8.82 30.28
H -21.01 8.55 29.36
H -22.45 7.06 28.30
H -22.47 8.50 27.28
H -26.00 7.62 27.68
H -24.62 6.45 27.62
H -24.72 7.85 26.50
C -23.01 21.61 20.12
O -22.62 21.11 21.39
C -21.47 20.29 21.25
C -20.71 20.26 22.59
O -21.38 19.53 23.61
C -22.31 20.34 24.35
C -22.76 19.66 25.61
O -21.87 20.07 26.65
C -22.20 19.39 27.83
H -22.39 22.39 19.67
H -24.02 22.01 20.30
H -23.00 20.74 19.45
H -20.82 20.80 20.53
H -21.63 19.29 20.82
H -20.44 21.26 22.96
H -19.80 19.70 22.37
H -23.16 20.58 23.69
H -21.87 21.30 24.66
H -22.74 18.55 25.55
H -23.78 19.99 25.87
H -22.10 18.30 27.59
H -23.24 19.59 28.16
H -21.48 19.72 28.59
C -17.97 19.72 19.43
O -18.68 20.94 19.10
C -18.14 21.69 18.05
C -18.82 23.03 18.10
O -17.97 23.96 17.45
C -18.51 25.25 17.52
C -17.72 26.30 16.82
O -17.77 26.08 15.45
C -17.25 27.20 14.72
H -18.44 19.29 20.31
H -16.91 19.90 19.58
H -18.09 18.99 18.63
H -18.27 21.16 17.09
H -17.06 21.91 18.17
H -19.02 23.37 19.12
H -19.81 22.98 17.61
H -18.68 25.55 18.58
H -19.51 25.30 17.05
H -16.64 26.25 17.08
H -18.12 27.28 17.13
H -17.94 28.03 14.85
H -17.28 26.92 13.67
H -16.24 27.47 15.02
```

**LUMO level**: 0.31 eV
**Highest occupied orbital energy**: -0.343 Eh

***

DFT (ωB97M-V/def2-TZVPD) results for an isolated molecule of C14H19N5O4 in a non-equilibrium geometry.

```
42
Properties=species:S:1:pos:R:3
C -0.50 2.17 -3.82
C -0.43 1.20 -2.69
O -0.15 0.03 -2.79
O -0.69 1.80 -1.52
C -0.53 1.03 -0.33
C 0.44 1.74 0.62
C 0.51 1.07 1.99
C 1.17 -0.32 2.01
N 0.33 -1.33 1.43
C 0.68 -2.26 0.48
N -0.27 -3.07 0.15
C -1.35 -2.69 0.91
C -2.65 -3.14 1.05
N -3.46 -2.54 1.89
C -3.01 -1.50 2.61
N -3.91 -0.90 3.42
N -1.78 -0.98 2.58
C -0.98 -1.59 1.72
C 1.82 1.92 -0.04
O 2.29 0.71 -0.64
C 2.55 0.73 -1.96
C 2.92 -0.64 -2.45
O 2.48 1.72 -2.63
H 0.51 2.52 -4.01
H -0.87 1.67 -4.72
H -1.13 3.02 -3.56
H -1.51 0.93 0.14
H -0.16 0.04 -0.61
H 0.05 2.76 0.77
H 1.09 1.71 2.66
H -0.49 0.97 2.40
H 2.11 -0.31 1.47
H 1.36 -0.59 3.06
H 1.67 -2.28 0.06
H -3.06 -3.97 0.49
H -4.77 -1.39 3.58
H -3.57 -0.26 4.12
H 2.56 2.22 0.71
H 1.77 2.68 -0.82
H 3.43 -1.20 -1.68
H 1.99 -1.14 -2.71
H 3.53 -0.55 -3.34
```

**LUMO level**: 0.67 eV
**SMILES**: CC(=O)OCC(CCn1cnc2cnc(N)nc21)COC(C)=O
**Highest occupied orbital energy**: -0.302 Eh
**Relative energy (zero: lowest compared OMol25 entry of this formula, charge and spin)**: 0.051 eV

***

DFT (ωB97M-V/def2-TZVPD) results for an isolated molecule of CH4Br2Si in a non-equilibrium geometry.

```
8
Properties=species:S:1:pos:R:3
Si -0.36 -0.13 0.98
C 0.15 -0.01 -0.97
Br 1.77 1.77 -0.79
Br 0.82 -1.52 -1.65
H -1.69 0.34 0.53
H 0.07 0.82 2.01
H -0.12 -1.58 1.42
H -0.65 0.31 -1.53
```

**LUMO level**: -1.06 eV
**SMILES**: [SiH3]C(Br)Br
**Highest occupied orbital energy**: -0.357 Eh
**Relative energy (zero: lowest compared OMol25 entry of this formula, charge and spin)**: 4.111 eV

***

DFT (ωB97M-V/def2-TZVPD) results for a 2-piece molecular cluster, C4H14NO overall in a non-equilibrium geometry.

```
20
Properties=species:S:1:pos:R:3
C -1.38 -1.46 0.22
N -0.16 -1.47 -0.63
C -0.35 -1.45 -2.10
H -1.16 -1.62 1.27
H -2.00 -0.58 0.05
H -2.00 -2.30 -0.10
H 0.54 -2.15 -0.31
H 0.36 -0.60 -0.37
H -0.95 -2.27 -2.48
H 0.66 -1.47 -2.52
H -0.83 -0.51 -2.38
C 0.86 1.29 1.48
O 1.60 0.46 0.59
C 0.27 2.52 0.78
H 0.13 0.61 1.94
H 1.57 1.57 2.28
H 2.46 0.90 0.37
H -0.35 2.25 -0.07
H -0.32 3.06 1.54
H 1.04 3.22 0.44
```

**LUMO level (alpha / beta)**: -7.63 / -14.64 eV
**Spin multiplicity**: 2
**Highest occupied orbital energy (alpha / beta)**: -0.796 / -0.796 Eh
**Charge**: +2
**Relative energy (zero: lowest compared OMol25 entry of this formula, charge and spin)**: 0.682 eV

***

DFT (ωB97M-V/def2-TZVPD) results for an isolated molecule of CH2N2O2S in a non-equilibrium geometry.

```
8
Properties=species:S:1:pos:R:3
C 0.93 -0.74 -0.03
N 0.15 -1.62 -0.33
N 0.70 0.69 0.13
O -2.48 0.32 1.05
O -0.62 1.00 -0.39
S -1.90 0.04 -0.27
H 1.97 -1.12 0.17
H 1.25 1.43 -0.32
```

**LUMO level (alpha / beta)**: -1.16 / -1.08 eV
**Highest occupied orbital energy (alpha / beta)**: -0.333 / -0.365 Eh
**Relative energy (zero: lowest compared OMol25 entry of this formula, charge and spin)**: 6.487 eV